The following is a quantum chemistry calculation of a structure of composition C57H67N12O4PTi, from the OMol25 dataset.

XYZ file:
```
142
Properties=species:S:1:pos:R:3:forces:R:3
Ti -0.284774 -0.054635 -0.231576 -0.71 -1.56 1.00
P -1.877848 -2.076694 1.747322 -0.86 -1.20 1.97
O -1.247460 1.308275 -1.103349 -0.81 0.29 -0.07
O -0.189856 -0.905673 -1.869015 0.29 0.17 -0.50
O -5.375407 -2.377284 -4.235990 0.19 0.23 0.53
O -0.615471 0.968097 1.904751 0.68 0.05 0.15
N 6.178599 -0.565870 0.506185 0.22 0.80 -0.05
N 1.404696 2.255807 -0.967995 0.23 0.02 1.76
N -2.986409 -3.267469 1.323257 0.57 1.08 -0.06
N 7.571535 -0.458064 2.135828 0.63 0.03 0.81
N -2.649589 -1.320931 3.042030 0.72 -0.32 -1.12
N -0.549852 -2.870775 2.457345 -0.52 0.91 -0.63
N 3.897531 -1.107668 0.122470 -0.66 0.16 -0.12
N -1.454797 -1.221404 0.496030 0.45 0.19 -0.14
N 0.965583 1.577586 0.022461 0.58 1.23 -1.52
N -4.258304 -0.941060 -1.981647 0.62 0.53 0.02
N 1.714254 -0.837213 0.152407 0.25 -0.30 0.00
N 6.873181 -1.244338 1.455016 -0.42 -1.26 -0.27
C 6.462222 0.769537 0.622322 0.51 -0.03 0.65
C -4.853745 -0.957433 4.028221 0.08 0.25 -0.10
C 0.618870 2.885195 -4.483236 0.29 -0.04 0.23
C -0.704597 -1.882346 -2.557635 -0.83 -1.04 -0.74
C -5.391016 -1.803996 -1.937119 -0.70 -0.58 0.01
C -5.945970 -2.512702 -3.016686 0.06 0.26 0.07
C 7.381787 0.822699 1.698755 -0.89 0.40 -1.03
C -7.678770 -3.339182 -1.533609 0.12 0.12 0.06
C 0.129377 -3.683806 1.437387 0.41 -0.09 -0.59
C -6.056453 -1.804111 -0.707762 0.12 -0.10 -0.22
C -7.089386 -3.280484 -2.779708 0.12 -0.05 -0.17
C -2.958518 -1.078273 -2.159544 -0.23 0.40 0.08
C -1.713372 -4.137272 -3.928867 -0.10 -0.07 0.01
C 0.620324 1.477612 2.317146 0.59 0.41 -0.39
C 7.458796 3.173114 1.487961 0.15 0.04 0.21
C 2.637792 3.346092 -3.220452 0.14 0.10 0.01
C -3.868236 -3.945844 2.251331 0.10 -0.30 0.46
C -0.722697 2.432201 -4.499906 -0.12 -0.14 0.28
C -0.640764 1.777249 -2.161407 0.99 1.20 -0.95
C 2.854097 -0.517672 -2.064253 -0.12 0.08 -0.08
C 2.144345 -1.121228 1.426081 0.52 -0.27 0.36
C 0.150142 -2.799764 -3.200616 0.02 0.38 0.27
C 0.972383 1.683291 3.637240 -0.11 -0.15 -0.11
C 1.340856 2.819816 -3.269301 -0.14 -0.05 -0.31
C 5.267808 -1.239961 -0.352011 0.29 -0.34 -0.16
C -4.183393 -0.361412 5.262122 -0.05 -0.32 0.01
C -2.130624 -2.088637 -2.687321 0.68 -0.33 -0.16
C 2.757091 2.346216 1.577321 -0.37 -0.16 -0.29
C -1.618408 1.991439 1.890575 -0.57 0.45 -0.02
C -1.987882 -0.672438 4.156889 0.27 -0.18 0.47
C 2.799435 -0.825652 -0.612125 0.13 0.04 -0.44
C -7.166725 -2.589386 -0.486533 -0.05 0.04 0.02
C 1.061707 -4.722151 2.069004 0.05 0.14 0.08
C -2.582344 -3.263328 -3.334801 0.05 0.09 0.03
C -3.987166 -5.907471 0.706377 0.29 -0.12 0.06
C 3.110955 2.537290 2.900960 -0.02 0.04 -0.05
C -3.731516 -5.463329 2.142924 -0.23 0.10 -0.19
C 1.236926 3.433928 -5.622161 0.13 0.14 0.02
C -0.724717 -3.639648 3.686378 0.00 0.04 0.49
C 2.500881 3.960635 -5.539940 -0.19 -0.04 -0.20
C -0.339123 -3.886206 -3.882160 -0.13 0.16 0.13
C 6.559508 3.109240 0.415100 -0.09 -0.05 -0.11
C -3.021242 -5.188742 -0.230008 -0.26 0.10 0.11
C -3.961003 -0.748031 2.804061 -0.59 -0.16 -0.02
C -3.161357 -3.678989 -0.048098 0.31 -0.23 -0.53
C 2.224899 2.218174 3.920728 -0.11 -0.02 -0.09
C 1.499658 1.823804 1.277839 0.19 0.26 1.39
C -1.344631 1.960915 -3.379484 -0.08 -0.18 0.11
C 3.493193 -1.300317 1.416298 -0.51 -0.05 0.44
C 1.704643 -4.200951 3.350231 -0.06 -0.08 -0.05
C -2.787509 -0.951575 5.430916 0.09 0.30 -0.15
C 3.196671 3.934464 -4.329080 -0.09 -0.16 0.25
C 0.634497 -3.782318 4.371156 -0.16 -0.04 -0.11
C -6.046301 -2.935043 -5.354818 -0.12 -0.14 -0.37
C 0.726544 2.210312 -2.121994 -1.22 -0.52 -0.53
C 7.896004 2.042021 2.138547 -0.07 -0.22 -0.07
C 6.048685 1.913212 -0.044518 -0.11 0.08 -0.14
H 3.431296 2.590076 0.771348 0.08 0.07 -0.05
H -7.538270 -3.828781 -3.589121 -0.01 -0.08 -0.14
H 0.346149 -4.559883 -4.370905 0.10 -0.10 -0.05
H -0.600726 -4.209230 0.805966 0.02 0.02 0.07
H -1.127813 -4.635911 3.472849 -0.12 0.08 -0.02
H -4.908697 -3.677234 2.019313 -0.02 0.08 0.09
H -6.061353 -4.027026 -5.311129 0.02 0.04 0.03
H 4.183940 -1.546378 2.198242 0.13 -0.03 0.13
H -2.080765 -5.016890 -4.434425 -0.06 -0.04 -0.03
H -3.627798 -3.613915 3.259839 -0.18 0.00 0.01
H -2.407242 -3.153776 -0.633531 -0.27 -0.14 0.00
H 3.298168 -1.341246 -2.623583 0.02 -0.01 -0.05
H -4.505968 -0.049267 -1.559882 0.26 -0.09 -0.15
H 4.076185 2.961480 3.137582 0.07 -0.03 0.01
H 0.692594 3.463284 -6.553953 -0.07 0.01 -0.10
H -2.385598 1.668465 -3.404982 -0.05 0.02 -0.05
H 7.820708 4.137472 1.808706 0.05 0.10 -0.02
H 0.920455 -2.837253 4.835322 -0.09 0.03 0.07
H -1.781331 2.378248 2.904019 0.02 -0.19 -0.17
H -5.475504 -2.618656 -6.224227 -0.04 -0.03 0.04
H 3.448817 0.378030 -2.248427 0.05 0.06 -0.04
H -1.269271 2.474521 -5.429855 -0.10 0.08 -0.10
H 0.496871 -5.627227 2.295849 0.03 -0.08 -0.05
H -7.636636 -2.610836 0.482924 -0.07 0.07 0.11
H -4.165998 -3.399697 -0.391513 0.10 0.06 -0.04
H 1.212536 -2.625723 -3.126301 0.09 -0.01 -0.01
H 0.288815 1.423364 4.432703 -0.08 0.02 0.04
H 8.603799 2.072462 2.950627 0.07 0.07 0.10
H -2.288324 -0.508001 6.291632 0.07 -0.01 0.05
H 2.963899 4.408276 -6.403147 0.02 0.05 -0.17
H -3.863058 -6.985982 0.617309 -0.10 -0.05 -0.01
H -1.327905 2.831433 1.245063 0.03 -0.28 0.05
H 2.335895 -4.981276 3.773458 0.15 0.11 -0.02
H -1.998025 -5.504546 -0.016165 0.05 -0.03 -0.02
H 3.168491 3.313804 -2.283414 0.14 0.04 0.10
H -2.401650 -0.197081 -1.843981 -0.42 -0.08 -0.14
H -7.069166 -2.558446 -5.435172 0.08 0.01 0.04
H 1.449022 -1.207787 2.242954 0.00 -0.05 0.10
H -2.728402 -5.770041 2.441606 0.08 -0.01 0.08
H 0.546430 -4.523954 5.164467 -0.01 0.00 0.07
H -2.862066 -2.027237 5.595506 0.06 -0.08 0.06
H 5.547426 -2.301508 -0.357958 -0.01 0.29 -0.03
H 5.327504 -0.834767 -1.366175 -0.02 -0.09 0.18
H -4.444413 -5.936001 2.819032 0.02 0.00 0.07
H 0.675246 -3.006614 0.773721 0.02 -0.24 0.12
H 6.269544 4.030173 -0.065853 -0.05 0.10 -0.09
H -4.787177 -0.560193 6.144408 -0.06 0.09 0.09
H -5.018454 -2.023343 4.182737 -0.06 -0.08 -0.03
H 2.336055 -3.348220 3.102609 0.11 -0.04 0.04
H -0.956320 -1.020780 4.218557 -0.01 0.07 0.07
H -3.878753 0.332110 2.617012 0.00 -0.05 -0.06
H 5.372988 1.868868 -0.886846 -0.09 0.06 -0.09
H -1.978787 0.414241 4.004789 0.13 -0.04 -0.04
H 1.846789 -0.340872 -2.439722 0.24 -0.03 0.00
H 2.502537 2.407792 4.944195 0.03 -0.06 0.16
H -4.104719 0.720737 5.140252 -0.03 0.12 0.08
H -3.636434 -3.461310 -3.371874 -0.18 0.01 -0.07
H -4.385618 -1.219343 1.915559 -0.09 0.05 0.04
H -5.016025 -5.664729 0.431457 -0.10 -0.02 -0.06
H -5.822254 -0.484619 3.860860 -0.05 -0.03 -0.04
H 4.176350 4.381927 -4.267451 0.12 0.01 0.01
H -5.675259 -1.172601 0.083265 0.11 -0.03 0.10
H -2.528005 1.524770 1.502639 0.18 0.14 0.10
H -1.429271 -3.129864 4.336300 -0.05 -0.08 0.06
H -8.561834 -3.940786 -1.389089 -0.07 -0.09 -0.01
H 1.835852 -4.996253 1.351310 -0.08 -0.04 -0.06
H -3.236036 -5.440086 -1.269915 0.04 -0.01 -0.05
```
Positions in Å, forces in eV/Å.

Properties
Molecular weight ... 1063.1 g mol⁻¹
Net charge ... +2
E ... -4360.7981 hartree
Gap between HOMO and LUMO ... 6.64 eV
LUMO level ... -5.7382 eV
Energy above the lowest of the compared OMol25 structures with the same formula, charge and spin ... 0.4504 eV
Spin multiplicity ... 1